Formula: C9H14N4O3S
Source: the Open Molecules 2025 dataset
Level of theory: ωB97M-V/def2-TZVPD

Calculated values
Molecular weight = 258.3 g/mol
Kohn-Sham gap = 6.9 eV

```
! wB97M-V def2-TZVPD RIJCOSX def2/J DEFGRID3
* xyz 0 1
C 2.43 0.20 0.45
C 1.24 1.05 -0.10
C 3.29 -0.20 -0.73
C -1.32 1.29 -0.17
C -1.43 2.73 0.04
C -2.45 0.42 0.45
C -2.68 -1.02 -0.07
C -3.77 -1.74 -0.58
C -2.17 -3.14 0.06
H 0.77 -1.03 0.93
H 2.79 -1.57 1.48
H 3.30 0.76 1.05
H 4.07 0.88 -0.77
H 2.77 -0.45 -1.93
H 3.76 -3.36 -1.23
H -0.14 0.43 1.37
H -1.50 1.02 -1.29
H -2.24 0.19 1.72
H -3.68 0.67 0.62
H -4.56 -1.18 -1.23
H -1.57 -4.07 0.34
H -4.01 -4.19 -0.28
H 0.16 2.50 -0.79
N 2.01 -0.76 1.39
N 0.05 0.82 0.50
N -1.66 -1.96 0.37
N -3.37 -3.02 -0.53
O 1.36 1.86 -1.07
O -2.45 3.38 0.40
O -0.30 3.40 -0.21
S 4.57 -1.43 -0.07
*
```